H2OS2 | ωB97M-V/def2-TZVPD

Last column: Mulliken charge in e.
Geometry (Å):
1 S -0.43 -0.45 0.04  0.22
2 S -2.36 0.23 0.23  -0.25
3 O 1.19 -0.14 0.56  -0.52
4 H 1.74 0.70 0.47  0.34
5 H -0.14 -0.34 -1.30  0.21

Computed properties:
M = 82.1 g/mol
Relative energy (zero: lowest compared OMol25 entry of this formula, charge and spin) = 163.96 kJ/mol
HOMO energy = -0.3255 Eh
E_tot = -872.720959 hartree
Total charge = 0

---

C9H14N4 | ωB97M-V/def2-TZVPD

Last column: Mulliken charge in e.
Geometry (Å):
1 N 1.78 0.71 -3.27  -0.81
2 N 2.04 -0.51 -2.73  0.15
3 N -1.30 -1.02 -0.85  -0.60
4 N -0.97 0.35 -0.80  -0.30
5 C 0.30 0.38 -1.61  1.31
6 C 0.37 1.81 0.71  -1.88
7 C -0.58 0.67 0.59  1.79
8 C 0.13 -0.67 1.07  -1.41
9 C 0.84 1.30 -2.57  -1.35
10 C -0.30 -1.72 -0.06  0.37
11 C 1.11 -0.73 -1.75  0.05
12 C 0.99 -2.01 -0.92  -1.26
13 C -1.84 1.02 1.39  -1.67
14 H 1.33 1.63 0.28  0.50
15 H -2.23 1.95 0.89  0.39
16 H -0.84 -2.71 0.15  0.43
17 H 0.85 -2.92 -1.48  0.47
18 H -0.18 -0.85 2.14  0.34
19 H -1.63 1.27 2.55  0.27
20 H -0.10 2.82 0.54  0.32
21 H 0.69 2.27 -2.80  0.59
22 H -2.44 0.19 1.43  0.50
23 H -1.35 -1.26 -1.82  0.35
24 H 2.43 -1.25 -3.30  0.26
25 H 1.19 -0.52 1.09  0.39
26 H 0.76 1.78 1.73  0.43
27 H 1.98 -2.24 -0.43  0.36

Computed properties:
M = 178.2 g/mol
SMILES = CC1(C)C[C@@H]2Cc3[nH]ncc3N1N2
Relative energy (zero: lowest compared OMol25 entry of this formula, charge and spin) = 276.04 kJ/mol
HOMO energy = -0.3003 Eh
E_tot = -570.258397 hartree
Total charge = 0

---

C18H58FeO12 | ωB97M-V/def2-TZVPD

Last column: Mulliken spin population.
Geometry (Å):
1 Fe 2.30 -10.73 -3.87  3.85
2 O 2.07 -7.06 -2.10  0.00
3 O -4.74 -10.25 -8.37  0.00
4 O -1.81 -14.68 1.95  0.00
5 O -2.20 -4.67 -1.39  0.00
6 O 3.62 -9.19 -3.27  0.02
7 O -4.75 -5.78 -1.07  0.00
8 O 2.18 -11.19 -1.69  0.02
9 O 1.26 -6.62 -5.93  0.00
10 O 1.91 -9.61 0.88  0.00
11 O -5.50 -12.20 -3.56  0.00
12 O 0.84 -9.12 -3.75  0.02
13 O 1.39 -12.58 -4.20  0.09
14 C -0.51 -8.93 -3.47  -0.01
15 C -4.44 -7.17 -1.03  0.00
16 C 1.99 -8.18 0.96  0.00
17 C -4.69 -11.26 -2.86  0.00
18 C -0.20 -6.90 -7.84  0.00
19 C -2.40 -10.19 -7.61  0.00
20 C -0.98 -13.21 -4.19  0.00
21 C -1.64 -13.43 -0.13  0.00
22 C -1.19 -4.79 -3.53  0.00
23 C -3.67 -7.36 0.27  0.00
24 C 0.57 -7.61 0.78  0.00
25 C -3.85 -9.75 -7.38  0.00
26 C -4.64 -9.91 -3.59  0.00
27 C -1.05 -9.88 -2.37  0.00
28 C 0.39 -13.22 -3.49  0.00
29 C -0.94 -4.76 -2.03  0.00
30 C 0.04 -6.18 -6.52  0.00
31 C -2.09 -13.39 1.37  0.00
32 H -3.61 -9.56 -3.72  0.00
33 H -2.25 -11.25 -7.44  0.00
34 H -0.07 -8.20 1.45  0.00
35 H -0.74 -6.47 -5.80  0.00
36 H 4.48 -8.89 -3.59  0.00
37 H -2.74 -6.81 0.24  0.00
38 H -1.50 -3.79 -3.86  0.00
39 H 1.79 -10.89 -0.86  0.00
40 H -5.27 -12.25 -4.49  0.00
41 H -1.05 -6.49 -8.37  0.00
42 H -0.35 -5.12 -4.12  0.00
43 H -3.16 -13.21 1.34  0.00
44 H -3.91 -5.37 -1.32  0.00
45 H -3.89 -8.69 -7.12  0.00
46 H -1.25 -10.88 -2.76  0.00
47 H 0.60 -14.29 -3.33  0.01
48 H -4.08 -10.20 -6.41  0.00
49 H -0.99 -13.76 -5.13  0.00
50 H 1.68 -7.66 -2.76  0.00
51 H 2.53 -12.07 -1.49  0.00
52 H -0.94 -14.62 2.34  0.00
53 H -1.10 -9.16 -4.37  0.00
54 H -3.42 -8.43 0.24  0.00
55 H -0.07 -5.11 -6.67  0.00
56 H -0.84 -7.94 -3.14  0.00
57 H -4.92 -9.96 -4.64  0.00
58 H -1.84 -9.65 -6.84  0.00
59 H 1.29 -9.78 1.60  0.00
60 H 1.48 -7.12 -1.34  0.00
61 H -0.20 -7.97 -7.63  0.00
62 H -3.70 -11.73 -2.86  0.00
63 H -4.30 -7.20 1.15  0.00
64 H -0.99 -14.30 -0.21  0.00
65 H -0.49 -9.92 -1.43  0.00
66 H 2.77 -7.86 0.27  0.00
67 H -0.31 -3.89 -1.86  0.00
68 H -3.81 -7.51 -1.86  0.00
69 H 0.34 -12.93 -2.43  0.00
70 H -5.22 -9.16 -3.06  0.00
71 H -2.50 -13.57 -0.78  0.00
72 H 3.20 -8.41 -2.88  0.00
73 H 2.33 -7.83 1.94  0.00
74 H 0.07 -7.81 -0.17  0.00
75 H -2.00 -4.64 -0.44  0.00
76 H 0.68 -6.72 -8.47  0.00
77 H 1.09 -7.23 -5.21  0.00
78 H -0.35 -5.65 -1.77  0.00
79 H -1.76 -13.56 -3.51  0.00
80 H -5.04 -11.13 -1.84  0.00
81 H 0.45 -6.53 0.93  0.00
82 H -5.35 -7.77 -1.03  0.00
83 H -2.09 -5.34 -3.80  0.00
84 H -2.05 -9.96 -8.62  0.00
85 H -1.13 -12.52 -0.45  0.00
86 H -2.03 -9.51 -2.03  0.00
87 H -1.50 -12.65 1.90  0.00
88 H -5.42 -9.58 -8.48  0.00
89 H -1.29 -12.17 -4.39  0.00

Computed properties:
M = 522.5 g/mol
HOMO energy (spin up / spin down) = -0.3119 / -0.3148 Eh
2S+1 = 5
Expectation value of S² = 6.01
E_tot = -2887.021453 hartree
Total charge = 0

---

C3H4ClN | ωB97M-V/def2-TZVPD

Last column: Mulliken charge in e.
Geometry (Å):
1 Cl -1.29 -1.22 1.58  -0.08
2 N 1.37 2.09 -0.93  -0.39
3 C 1.07 1.00 -0.95  0.48
4 C 0.67 -0.36 -0.93  -0.87
5 C -0.82 0.16 0.88  -0.44
6 H 0.07 -0.82 -1.77  0.28
7 H 1.21 -1.08 -0.29  0.34
8 H 0.10 0.76 1.17  0.32
9 H -1.46 0.60 0.20  0.36

Computed properties:
M = 89.5 g/mol
Relative energy (zero: lowest compared OMol25 entry of this formula, charge and spin) = 289.13 kJ/mol
HOMO energy (spin up / spin down) = -0.3281 / -0.3197 Eh
E_tot = -631.527488 hartree
Total charge = 0

---

C35H34BN7O5OsS | ωB97M-V/def2-TZVPD

Last column: Mulliken charge in e.
Geometry (Å):
1 Os -1.85 -0.64 -0.56  0.82
2 S -1.95 -7.50 2.47  -0.32
3 O 2.24 -0.89 -6.16  -0.58
4 O 0.08 2.37 1.61  -0.49
5 O -0.68 0.08 1.40  -0.44
6 O -3.56 1.77 4.08  -0.60
7 O 1.56 0.83 0.79  -0.47
8 N -2.60 -7.98 0.00  -0.30
9 N -2.95 0.43 1.87  -1.54
10 N 2.94 -2.91 -5.45  -0.31
11 N -3.21 0.11 0.62  1.14
12 N -0.35 -1.08 -1.96  0.15
13 N -2.46 -2.89 -0.05  -0.12
14 N -3.42 -0.46 -1.86  0.03
15 C -0.02 -0.12 -2.83  -0.40
16 C -2.33 -7.04 0.91  0.36
17 C -1.98 1.75 5.79  -0.66
18 C 2.91 4.68 1.15  -0.55
19 C 0.86 -0.33 -3.88  -0.65
20 C 0.17 0.70 5.50  -1.11
21 C -2.09 -4.65 1.52  -0.79
22 C -4.43 0.35 0.11  -0.34
23 C -5.76 0.19 -2.00  -1.14
24 C -5.76 -0.12 -3.33  -0.27
25 C 1.26 3.01 1.33  0.97
26 C 1.61 4.33 1.49  -2.01
27 C 0.25 -2.27 -2.10  -0.58
28 C 5.23 4.25 0.31  1.92
29 C 5.90 4.78 1.59  -1.55
30 C -4.60 -0.63 -3.93  -0.92
31 C -2.15 -3.32 1.18  -0.58
32 C 2.17 2.07 0.84  0.53
33 C 3.84 3.75 0.66  0.51
34 C 6.12 3.16 -0.29  -2.04
35 C 5.11 5.40 -0.70  -1.56
36 C -3.47 -0.78 -3.15  0.14
37 C 2.26 -1.76 -5.32  0.18
38 C -4.57 0.03 -1.25  0.57
39 C -2.65 -5.17 -0.75  -0.83
40 C 1.12 -2.57 -3.13  -0.77
41 C 1.43 -1.59 -4.06  0.91
42 C -2.35 1.40 4.49  0.39
43 C -0.73 1.43 6.28  -0.44
44 C -2.35 -5.64 0.54  1.16
45 C 3.47 2.41 0.51  -1.16
46 C -1.42 0.70 3.67  0.12
47 C -0.17 0.34 4.22  -0.31
48 C -1.74 0.39 2.31  1.38
49 C -2.70 -3.82 -0.99  -0.66
50 B 0.30 1.05 1.28  0.94
51 H -2.56 -1.18 -3.58  0.48
52 H -6.63 0.58 -1.49  0.48
53 H -0.50 0.85 -2.71  0.59
54 H 0.53 -0.22 3.61  0.53
55 H -2.97 -3.44 -1.97  0.45
56 H -2.61 -8.95 0.27  0.21
57 H -1.99 -2.56 1.93  0.59
58 H 0.91 5.06 1.87  0.51
59 H 5.36 5.61 2.02  0.34
60 H -5.22 0.76 0.72  0.46
61 H -1.86 -4.95 2.53  0.43
62 H 0.00 -3.02 -1.36  0.56
63 H 6.91 5.11 1.36  0.45
64 H 4.53 6.23 -0.32  0.34
65 H 4.64 5.05 -1.62  0.38
66 H 5.68 2.74 -1.19  0.43
67 H 3.47 -3.04 -6.30  0.26
68 H 7.08 3.59 -0.56  0.43
69 H 5.96 3.98 2.33  0.38
70 H 6.11 5.78 -0.94  0.45
71 H 1.51 -3.57 -3.19  0.31
72 H -4.58 -0.89 -4.97  0.44
73 H 3.21 5.71 1.26  0.42
74 H 3.06 -3.59 -4.72  0.16
75 H -6.65 0.02 -3.92  0.47
76 H 1.13 0.42 5.90  0.46
77 H -2.89 -7.76 -0.94  0.15
78 H 4.15 1.66 0.16  0.63
79 H -3.74 1.45 3.17  0.35
80 H -0.45 1.74 7.27  0.44
81 H -2.86 -5.85 -1.57  0.31
82 H 1.09 0.45 -4.59  0.55
83 H 6.30 2.36 0.42  0.38
84 H -2.69 2.30 6.38  0.49

Computed properties:
M = 865.8 g/mol
HOMO energy (spin up / spin down) = -0.4664 / -0.4664 Eh
E_tot = -2626.961226 hartree
Total charge = +2

---

C2H3N3O3 | ωB97M-V/def2-TZVPD

Last column: Mulliken charge in e.
Geometry (Å):
1 O 2.93 -0.05 -0.15  -0.48
2 O -1.65 -1.40 -0.25  -0.44
3 O -1.51 1.42 -0.21  -0.41
4 N 0.81 -1.07 -0.33  -0.35
5 N 0.86 1.36 -0.02  -0.53
6 N -0.33 -0.48 0.15  0.18
7 C 1.72 0.13 -0.02  0.49
8 C -0.32 0.86 -0.20  0.50
9 H -1.97 -1.25 0.87  0.42
10 H 0.86 -1.88 0.21  0.25
11 H -1.40 2.36 -0.06  0.37

Computed properties:
M = 117.1 g/mol
SMILES = O=c1nc(O)n(O)[nH]1
Relative energy (zero: lowest compared OMol25 entry of this formula, charge and spin) = 316.62 kJ/mol
HOMO energy = -0.3491 Eh
E_tot = -467.843729 hartree
Total charge = 0

---

- Number 4 is which compound?
  C3H4ClN